A molecular structure, C49H60AsBrClN4O8S3Si2Zr at a distorted geometry. Source: the Open Molecules 2025 dataset; level of theory: ωB97M-V with the def2-TZVPD basis set.

```
! RIJCOSX wB97M-V def2-TZVPD def2/J DEFGRID3
* xyz -1 1
Zr -0.7171 -0.6420 -0.1770
Br -3.7964 -1.2717 3.5479
As -0.1618 -3.1965 -0.5133
Cl -2.5801 -2.1612 -2.1844
S 2.8201 -1.8810 -2.3365
S -1.5564 0.1092 -3.2997
S 2.2850 0.8753 0.1175
Si -1.8125 -4.5890 0.4106
Si 1.6757 -4.3423 0.3966
O 1.6030 -1.2650 -1.7448
O -2.4164 -1.4813 0.7898
O 3.5648 0.2223 -0.0134
O -0.6152 0.0835 -2.0961
O -2.8363 0.2432 -0.4802
O 1.6953 1.4477 -1.0645
O -1.2211 0.4659 1.8440
O -0.7703 1.7106 0.1122
N 2.9049 5.5038 3.7983
N 1.1718 -0.1228 0.7694
N 2.4092 -0.4271 2.7479
N 0.4816 -1.7222 2.2223
C 2.1570 -2.5795 -3.8960
C 2.5129 2.2507 1.2098
C -7.2862 -0.2235 1.6278
C 1.5626 -5.4358 1.9491
C 4.6808 1.4483 -3.8591
C -3.6000 -4.4213 -0.1664
C 5.8888 0.8951 -4.2632
C -1.9535 5.1907 3.5211
C 6.1342 -0.4554 -4.0554
C 2.5311 -1.1082 3.8810
C 1.6759 3.3503 1.0757
C 3.2511 -3.3198 0.7108
C -1.3986 -6.3804 -0.0856
C 1.8052 4.4260 1.9340
C -1.4615 2.8353 2.1025
C -6.9070 0.0200 0.3153
C 1.6524 -2.1050 4.2550
C 0.6146 -2.3608 3.3682
C -0.4396 2.6447 -3.1776
C 3.6462 3.3268 3.0269
C -1.1387 1.6021 1.3069
C -0.8735 3.0221 3.3573
C -1.6418 3.4632 -5.5565
C -2.5557 4.9628 2.2897
C -5.5792 -0.1186 -0.0461
C -1.9827 -4.5898 2.2982
C -6.3421 -0.6116 2.5638
C -3.2110 -0.5864 0.3798
C 1.3937 -0.7723 1.9536
C 3.7061 0.6603 -3.2640
C -2.3177 3.8021 1.5630
C 3.9508 -0.6901 -3.0797
C -2.1892 6.4800 4.2648
C -5.0123 -0.7599 2.1921
C -0.6272 -0.8719 -4.5174
C -1.1653 1.7473 -3.9479
C 2.7757 4.4159 2.9334
C -4.6161 -0.5090 0.8831
C 0.8387 -0.4536 -4.5887
C 2.1864 -5.5965 -0.9363
C 5.1681 -1.2461 -3.4520
C -1.1229 4.2085 4.0406
C 0.0155 1.9799 3.9820
C 3.5143 2.2484 2.1723
C -1.7769 2.1524 -5.1291
C -0.9176 4.3707 -4.7916
C -2.9935 3.6015 0.2315
C -0.3178 3.9598 -3.6099
C 1.7887 -1.5901 -4.9992
H -2.2391 -3.5880 2.6530
H 0.3656 2.3167 4.9585
H -2.1108 3.7813 -6.4791
H 3.3639 5.2998 4.6709
H -3.2299 6.7961 4.1843
H 5.3589 -2.2975 -3.2637
H 3.0521 -2.2637 0.8902
H 4.4947 2.5061 -3.9953
H -1.9439 6.3731 5.3217
H -3.2319 5.7080 1.8820
H -1.2017 -6.4171 -1.1599
H 0.9503 0.3743 -5.2921
H 1.1223 -0.0848 -3.6048
H 0.0195 2.3070 -2.2559
H 2.7040 -1.1469 -5.3972
H 2.7858 1.0995 -2.9063
H 4.1663 1.3907 2.2442
H 3.0090 -6.2384 -0.6064
H -0.8336 5.4010 -5.1141
H 6.6427 1.5179 -4.7279
H -1.5704 7.2833 3.8569
H 3.9178 -3.3710 -0.1506
H 0.8888 1.7714 3.3599
H 1.7587 -2.6510 5.1808
H -4.1816 -5.2268 0.2932
H -0.5223 1.0391 4.0991
H -2.2621 3.5603 -0.5759
H -1.1481 -0.7673 -5.4708
H 2.0632 6.0431 3.9232
H 0.7427 -6.1516 1.8896
H -7.6410 0.3218 -0.4203
H 3.7873 -3.7114 1.5794
H -2.3584 1.4451 -5.7113
H 0.2471 4.6663 -3.0145
H -1.0718 -4.9168 2.7986
H 2.8946 -3.3034 -4.2519
H -0.6555 4.3635 5.0086
H -0.1340 -3.1167 3.5780
H 3.3675 -0.8250 4.5138
H -3.6967 4.4118 0.0372
H 4.4211 3.3277 3.7856
H -8.3203 -0.1106 1.9286
H -4.0411 -3.4672 0.1245
H 2.4951 -5.0747 -1.8469
H 1.3337 -6.2266 -1.2000
H 0.9087 3.3390 0.3141
H -2.2362 -7.0473 0.1364
H -0.5127 -6.7659 0.4232
H -5.2503 0.0580 -1.0618
H -3.5328 2.6538 0.2000
H 1.2880 -3.1270 -3.5179
H 1.3393 -2.1686 -5.8141
H -0.7652 -1.8871 -4.1428
H -3.6749 -4.4990 -1.2506
H 2.4971 -5.9976 2.0302
H 7.0845 -0.8876 -4.3423
H 1.4373 -4.8585 2.8664
H 1.1279 5.2687 1.8510
H -2.7932 -5.2651 2.5878
H -6.6269 -0.8023 3.5891
*
```

HOMO-LUMO gap in eV: 5.8
Electronic energy in a.u.: -9815.102065
HOMO level in eV: -3.61
Energy above the lowest of the compared OMol25 structures with the same formula, charge and spin in kcal per mole: 4.9